# 1
Entry from the OMol25 dataset: one molecule with the formula C7H6BNO2 in a non-equilibrium geometry (wB97M-V/def2-TZVPD).

SMILES: N#Cc1ccc(B(O)O)cc1
HOMO energy (eV): -9.86
Energy above the lowest of the compared OMol25 structures with the same formula, charge and spin (kcal/mol): 0.0
LUMO level (eV): -0.10
Calculated total energy (Eh): -500.537971

Each line ends with the Mulliken charge.
Positions of all 17 atoms, in Å:
O 2.6528 1.6336 0.7592  -0.508
O 2.3505 1.6065 -1.5645  -0.589
N -3.6662 -2.6957 0.9225  -0.509
C -1.3026 -0.1446 1.2621  -0.431
C 0.5812 0.3924 -0.1038  0.222
C -0.1721 0.6075 1.0525  -0.556
C -0.9515 -1.3073 -0.7822  -0.542
C -2.7879 -1.9721 0.6472  0.024
C -1.7224 -1.1359 0.3642  0.342
C 0.2240 -0.5839 -1.0101  -0.446
B 1.8806 1.2557 -0.3129  0.565
H 0.8433 -0.7708 -1.8583  0.504
H -1.9038 0.0901 2.1220  0.414
H 1.6456 1.6502 -2.2566  0.318
H 0.1719 1.3350 1.7713  0.408
H -1.2277 -2.1180 -1.3940  0.474
H 3.3843 2.1573 0.3812  0.310

# 2
Entry from the OMol25 dataset: C7H6Br2S2 as an isolated structure in a non-equilibrium geometry (wB97M-V/def2-TZVPD).

HOMO energy (eV): -7.89
LUMO level (eV): -1.64
Calculated total energy (Eh): -6214.493743

Each line ends with the Mulliken charge.
Positions of all 17 atoms, in Å:
Br 1.3738 2.2186 -4.9023  -0.185
Br 0.8103 -2.5005 -2.1450  -0.355
S 2.0455 -0.4560 -1.6850  -0.310
S -0.5181 2.7497 -0.7940  -0.221
C 1.4407 0.7523 -2.3805  0.194
C -0.8733 -0.8905 0.3510  -1.384
C -0.0688 2.7026 -2.4962  -0.291
C 1.4966 -0.1709 0.6499  -1.259
C 0.8664 1.8302 -2.9946  0.454
C 0.2154 0.1464 0.3849  1.784
C -0.2760 1.3452 -0.0295  -0.724
H 1.6815 -1.1747 1.0876  0.343
H -0.7382 -1.3364 1.2574  0.381
H -1.0036 -1.6262 -0.3694  0.327
H 2.2447 0.5250 0.9876  0.414
H -1.7678 -0.3526 0.2128  0.437
H -0.3946 3.5813 -3.0336  0.394